Entry 1:
130
Properties=species:S:1:pos:R:3 method="wB97M-V/def2-TZVPD" e_tot_ha=-2166.5226 relative_energy_ev=1.059 lumo_energy_ha=0.017 homo_lumo_gap_ev=8.76
C 19.4046 9.9879 10.6496
C 20.1275 9.9300 11.9963
C 21.2852 10.9562 11.9197
C 19.0908 10.4189 13.0037
C 19.4986 10.0989 14.4277
C 19.6386 8.5942 14.5093
C 20.8199 8.0595 13.6207
C 22.2028 8.6283 14.0457
C 20.8739 6.5283 13.7299
N 20.4690 8.4663 12.2787
O 21.6364 8.3665 11.3630
H 18.5370 9.3341 10.5083
H 19.1497 11.0385 10.6111
H 20.0880 9.7173 9.8826
H 21.9510 10.7017 11.1287
H 20.9161 12.0215 11.8280
H 21.9434 10.9601 12.7849
H 18.8772 11.4852 12.8144
H 18.1901 9.8044 12.7522
H 20.4175 10.6208 14.6236
H 18.8423 10.5571 15.1799
H 18.7217 8.1995 14.2135
H 19.8087 8.2453 15.5467
H 22.4405 8.0785 14.9962
H 22.1727 9.6846 14.2710
H 22.9824 8.5036 13.2421
H 19.8833 6.1063 13.8124
H 21.4642 6.2888 14.6166
H 21.4295 6.1750 12.9112
H 21.5588 7.5449 10.8925
C 12.2549 9.4346 4.8276
C 12.3770 9.3241 6.3871
C 13.6481 8.5346 6.6123
C 12.2441 10.6729 7.0682
C 12.2329 10.4645 8.5434
C 11.1003 9.5355 9.0576
C 10.9359 8.2079 8.2642
C 11.9352 7.1627 8.7987
C 9.5168 7.6823 8.5256
N 11.1062 8.5423 6.8719
O 10.9230 7.4171 6.0019
H 12.8573 10.2151 4.4771
H 11.2430 9.6143 4.5487
H 12.5949 8.5280 4.3331
H 14.3541 8.5861 5.7775
H 13.5286 7.4609 6.8273
H 14.2753 8.8553 7.4223
H 13.1651 11.2308 6.7518
H 11.3559 11.1339 6.6128
H 12.0947 11.3714 9.1001
H 13.2108 10.0071 8.7693
H 10.2161 10.1122 9.0199
H 11.2221 9.2810 10.1363
H 11.6170 6.9516 9.8620
H 11.9117 6.2830 8.1303
H 12.9140 7.5263 8.8318
H 9.3703 6.7094 8.0266
H 9.3275 7.5934 9.5701
H 8.8507 8.4798 8.2091
H 10.1818 7.7126 5.4155
C 14.4523 15.8350 11.4619
O 15.2059 15.0267 12.2833
C 15.8928 15.6457 13.2714
C 16.2831 14.6622 14.3195
C 17.2113 15.1850 15.3603
N 16.8071 13.3953 13.8510
H 13.6815 16.3154 12.0084
H 14.0482 15.2794 10.6734
H 15.0740 16.5580 10.9864
H 16.8646 16.0335 12.8374
H 15.2678 16.4915 13.6621
H 15.3390 14.4254 14.9000
H 18.1395 15.4174 14.8333
H 17.4525 14.4382 16.1214
H 16.8811 16.1539 15.7331
H 16.3626 13.0716 12.9510
H 17.7714 13.4810 13.6363
C 13.4793 8.0880 12.1552
O 13.9601 9.2529 12.7411
C 13.4371 9.5138 14.0750
C 13.8962 10.8958 14.3803
C 13.2081 11.2455 15.7144
N 13.5110 11.7791 13.3372
H 13.8174 8.0528 11.1549
H 12.4369 8.0801 12.3685
H 13.9171 7.1792 12.6278
H 12.3541 9.4558 13.8768
H 13.9005 8.8735 14.8423
H 15.0173 10.8721 14.4637
H 13.3823 10.3817 16.3795
H 12.1267 11.5256 15.5910
H 13.5945 12.1334 16.2394
H 13.8767 12.7345 13.4761
H 13.5646 11.3881 12.3917
C 17.8698 6.3584 9.9679
C 16.3761 6.5404 9.6526
O 15.6066 5.5867 10.3167
H 18.1163 5.2427 9.9499
H 18.1310 6.6473 10.9639
H 18.5707 6.8712 9.2550
H 16.2507 6.3532 8.5827
H 16.0744 7.5018 10.0400
H 16.2511 5.1551 10.9513
C 19.7558 15.3476 10.4548
C 18.6935 16.4786 10.5050
O 17.4242 16.0874 10.0025
H 20.6970 15.7815 11.0139
H 20.1610 15.1480 9.4760
H 19.4405 14.3925 11.0248
H 18.9995 17.3560 9.9960
H 18.4464 16.7039 11.6273
H 17.5065 15.8256 9.0698
C 18.4983 13.5816 5.8445
C 18.8140 14.5235 6.9564
O 17.6890 15.4360 7.2152
H 19.3735 13.0534 5.4333
H 18.0154 14.1125 4.9917
H 17.8142 12.7407 6.1869
H 19.7134 15.1429 6.7650
H 18.9800 13.9348 7.8911
H 16.9446 14.9468 7.0368
C 15.7289 11.2299 10.0573
C 15.6854 12.7579 10.1535
O 16.9747 13.2552 10.3894
H 14.8503 10.7363 9.6825
H 15.8415 10.8061 11.0450
H 16.5934 10.8491 9.4814
H 15.0922 13.1947 10.9549
H 15.2844 13.1804 9.2312
H 16.9039 14.1456 10.7274

=====

Entry 2:
135
Properties=species:S:1:pos:R:3 method="wB97M-V/def2-TZVPD" charge=+4 e_tot_ha=-2446.3555 lumo_energy_ha=-0.314 homo_lumo_gap_ev=9.25
C 3.4989 1.0767 -1.4131
O 2.8776 1.3269 -2.7018
C 2.5419 0.1082 -3.4123
C 1.9457 0.4420 -4.7579
N 0.7850 1.4421 -4.5555
H 0.3379 1.1668 -3.6927
H 1.2365 2.3436 -4.4956
C -0.2905 1.5077 -5.6718
C -1.7098 1.7114 -5.1316
O -1.6756 2.7732 -4.3014
C -2.9708 3.3283 -3.9975
H 4.4240 0.5762 -1.6992
H 2.8752 0.4589 -0.7669
H 3.8297 1.9886 -0.9161
H 1.8480 -0.4636 -2.7961
H 3.3236 -0.6377 -3.5555
H 1.5194 -0.4456 -5.2255
H 2.5746 1.0244 -5.4312
H -0.1258 0.5353 -6.1359
H 0.0321 2.2038 -6.4461
H -2.2105 0.8614 -4.6680
H -2.3755 1.9631 -5.9572
H -2.7670 4.2676 -3.4832
H -3.5617 2.7189 -3.3136
H -3.6158 3.4909 -4.8610
C 2.2192 -4.3422 -1.9116
O 3.1246 -5.2055 -1.2814
C 2.7280 -5.6442 0.0361
C 2.7075 -4.5713 1.1216
N 4.0811 -3.9220 1.3126
H 4.1648 -3.4075 2.1777
H 4.7078 -4.6865 1.5196
C 4.4923 -2.8895 0.2183
C 5.7225 -1.9383 0.7267
O 5.3425 -1.2872 1.9474
C 6.4438 -0.6423 2.5856
H 2.1024 -3.4812 -1.2534
H 1.3166 -4.9321 -2.0705
H 2.6688 -4.0346 -2.8557
H 3.3528 -6.4633 0.3921
H 1.7704 -6.1374 -0.1306
H 2.3549 -5.0109 2.0546
H 1.9974 -3.7754 0.8971
H 3.5676 -2.3491 0.0157
H 4.7611 -3.5453 -0.6099
H 6.0358 -1.2075 -0.0189
H 6.6116 -2.5291 0.9469
H 6.2873 -0.5066 3.6557
H 6.5970 0.3346 2.1268
H 7.3643 -1.2215 2.5128
C 2.0971 5.0289 -0.5913
O 0.8195 4.7347 -0.1349
C 0.2048 3.6455 -0.8427
C -1.2611 3.3137 -0.5619
N -1.4537 2.6760 0.8852
H -2.3795 2.7935 1.2716
H -1.2087 1.6976 0.8325
C -0.5748 3.4399 1.9680
C -1.1607 4.8898 2.1803
O -2.5333 4.6824 2.4406
C -3.3795 5.8108 2.5570
H 2.1461 5.0646 -1.6796
H 2.7689 4.2316 -0.2733
H 2.4816 5.9272 -0.1083
H 0.8375 2.7647 -0.7332
H 0.3394 3.7022 -1.9229
H -1.5467 2.4115 -1.1028
H -1.9995 4.0990 -0.7239
H 0.4569 3.3361 1.6321
H -0.6561 2.8855 2.9029
H -0.9637 5.6090 1.3853
H -0.6259 5.3488 3.0118
H -3.8147 5.9741 1.5711
H -2.8746 6.6752 2.9885
H -4.2950 5.5317 3.0784
C -1.1715 -3.5945 1.8221
O -0.9913 -2.7394 2.9336
C 0.2200 -2.9271 3.6440
C 0.4431 -1.6715 4.4300
N 0.9816 -0.4576 3.6531
H 0.5394 -0.5079 2.7464
H 0.6844 0.4397 4.0090
C 2.4855 -0.4332 3.3623
C 2.8578 0.9002 2.6319
O 2.2373 1.9692 3.3757
C 2.8846 2.3083 4.5920
H -1.1006 -4.6757 1.9400
H -0.4204 -3.1886 1.1445
H -2.1331 -3.3427 1.3749
H 1.0295 -3.0266 2.9208
H 0.1576 -3.7881 4.3095
H 1.2373 -1.9100 5.1375
H -0.4655 -1.3589 4.9447
H 2.8190 -1.2563 2.7303
H 3.0215 -0.5509 4.3041
H 2.3524 0.8732 1.6666
H 3.9459 0.9101 2.5686
H 3.9423 2.5357 4.4590
H 2.8375 1.4872 5.3073
H 2.4352 3.1352 5.1419
C -4.0807 -1.6047 3.6000
C -3.8460 -0.6930 2.4398
C -4.3322 -1.2222 1.0914
C -3.6286 -0.6259 -0.1743
N -4.1175 -1.2098 -1.5141
C -3.7252 -0.2362 -2.6593
C -4.6268 -0.5699 -3.8481
C -5.9106 -1.1089 -3.2692
C -5.6790 -1.3134 -1.7494
C -3.3566 -2.6264 -1.7868
H -3.7413 -1.2985 4.5895
H -3.5501 -2.5497 3.4843
H -5.1617 -1.7269 3.6678
H -2.7624 -0.5764 2.4613
H -4.2403 0.3134 2.5803
H -5.4028 -1.0198 1.0631
H -4.1597 -2.2984 1.0814
H -2.5649 -0.8625 -0.1973
H -3.4825 0.4529 -0.2284
H -2.6589 -0.0833 -2.8262
H -3.9594 0.7806 -2.3443
H -4.1443 -1.1674 -4.6215
H -4.8982 0.3521 -4.3623
H -6.2013 -2.0813 -3.6667
H -6.6697 -0.3421 -3.4242
H -6.0755 -2.2327 -1.3182
H -6.0607 -0.5093 -1.1203
H -3.5397 -3.2400 -0.9047
H -2.2867 -2.4324 -1.8635
H -3.6533 -3.2302 -2.6444
O -0.1622 -0.2138 -1.1593
C 0.2835 -0.4495 0.0895
O -0.1222 0.1890 1.0549
O 1.1632 -1.3412 0.1168
H 0.2316 -0.9991 -1.5465

=====

no.,highest occupied orbital energy (eV)
1,-8.29
2,-17.78